Below is C27H30F5N5O5SSeTeW as an isolated structure in a non-equilibrium geometry, with properties calculated with the ωB97M-V functional and the def2-TZVPD basis.

## Properties
LUMO energy	3.9	eV
relative energy (zero: lowest compared OMol25 entry of this formula, charge and spin)	45.11	kcal/mol
largest force on an atom	2.53	eV/Å

```
! RIJCOSX wB97M-V def2-TZVPD def2/J DEFGRID3
* xyz -2 1
W -0.6184 -0.1559 1.0242
C 2.4119 2.7687 3.1273
C 1.3728 1.9574 3.9030
C -0.0883 2.2486 3.5630
N -0.5781 1.9663 2.2075
C -1.3871 2.8176 1.6825
C -1.9786 3.9564 2.3459
C -2.3821 5.1462 1.8115
C -2.3418 5.5861 0.4753
C -2.1950 4.7647 -0.6178
C -2.1523 3.3692 -0.6700
C -1.9349 2.4436 0.3527
N -2.1726 1.1400 0.2731
C -3.3366 0.6733 -0.4882
C -3.0724 -0.5725 -1.3158
C -1.7820 -0.4190 -2.0827
N -0.6128 -0.1888 -1.2212
C 0.5255 0.0282 -1.8132
C 0.7065 -0.0857 -3.2290
C 1.8380 -0.0297 -3.9870
C 3.1830 0.1359 -3.6098
C 3.6295 0.3950 -2.3461
C 2.8971 0.6414 -1.1742
C 1.5407 0.5711 -0.9138
N 0.9973 1.0842 0.2277
C 1.7321 2.2696 0.7074
C 2.7977 2.1089 1.8033
H 2.0482 3.7900 2.9490
H 3.3115 2.8568 3.7443
H 1.6049 0.9068 3.7829
H 1.4573 2.1816 4.9718
H -0.7224 1.6856 4.2559
H -0.2323 3.3133 3.7601
H -2.0971 3.8498 3.4161
H -2.7397 5.8742 2.5351
H -2.5077 6.6415 0.2952
H -2.2034 5.2557 -1.5868
H -2.2726 2.9277 -1.6529
H -4.1286 0.4628 0.2399
H -3.6775 1.4885 -1.1300
H -3.0102 -1.4441 -0.6760
H -3.8945 -0.7382 -2.0157
H -1.6094 -1.3088 -2.6941
H -1.8657 0.4615 -2.7387
H -0.1920 -0.3003 -3.7842
H 1.6726 -0.1904 -5.0479
H 3.9242 0.0528 -4.3958
H 4.7056 0.4755 -2.2265
H 3.5019 0.9180 -0.3205
H 2.2029 2.7108 -0.1745
H 0.9952 2.9922 1.0431
H 2.9801 1.0509 1.9841
H 3.7346 2.5482 1.4427
O 2.7566 -0.9427 2.5480
S 1.4508 -1.5331 2.3843
O 1.2581 -2.7507 3.1043
O 1.0391 -1.5315 0.9199
O 0.3393 -0.4932 2.8014
Se -0.1051 -3.3490 -1.8936
C 0.4744 -4.9870 -2.5961
C 0.8277 -6.0625 -1.7587
C 1.2550 -7.2582 -2.3006
N 1.3731 -7.5135 -3.6116
C 1.0351 -6.4945 -4.4091
C 0.5988 -5.2590 -3.9717
H 0.7457 -5.9425 -0.6854
H 1.5253 -8.0773 -1.6377
H 1.1212 -6.6852 -5.4779
H 0.3494 -4.4847 -4.6874
F -1.9823 -0.0436 2.4340
Te -1.7241 -3.0046 2.5233
F -1.9377 -4.4905 3.7222
F -0.4595 -4.1182 1.6075
F -2.7927 -4.0467 1.3631
F -3.5716 -2.4262 2.9133
O -1.5613 -1.5888 0.6964
*
```

Below is a 2-piece molecular cluster, C5H14S overall in a non-equilibrium geometry, with properties calculated with the ωB97M-V functional and the def2-TZVPD basis.

## Properties
LUMO energy	0.9	eV
relative energy (zero: lowest compared OMol25 entry of this formula, charge and spin)	47.75	kcal/mol
largest force on an atom	5.33	eV/Å

```
! RIJCOSX wB97M-V def2-TZVPD def2/J DEFGRID3
* xyz 0 1
C 3.2766 -0.6313 0.3623
C 1.8439 -0.6484 0.8019
C 1.1732 -2.0087 0.2106
H 3.8690 -0.7568 1.1926
H 3.5724 -1.3745 -0.4062
H 3.5091 0.3645 -0.0266
H 1.1951 0.1392 0.6424
H 1.7973 -0.8257 1.8889
H 0.3587 -2.2248 0.9274
H 1.8251 -2.9045 0.2762
H 0.8368 -1.6762 -0.8853
C -2.5968 2.8035 -0.9543
S -3.4570 1.2111 -1.3003
C -2.4623 0.0791 -0.1709
H -1.9289 2.5981 0.0360
H -2.0824 3.0511 -1.8149
H -3.6109 3.3314 -0.7915
H -2.9448 -0.9532 -0.3637
H -2.6894 0.4072 0.8245
H -1.4846 0.0189 -0.4491
*
```

Below is C27H22N2OsPSe2Te2 as an isolated structure in a non-equilibrium geometry, with properties calculated with the ωB97M-V functional and the def2-TZVPD basis.

## Properties
LUMO energy (spin up / spin down)	-2.9 / -4.5	eV
relative energy (zero: lowest compared OMol25 entry of this formula, charge and spin)	0.00	kcal/mol
largest force on an atom	2.75	eV/Å

```
! RIJCOSX wB97M-V def2-TZVPD def2/J DEFGRID3
* xyz 1 5
Os -1.1959 -0.1094 -0.2118
Se -1.2851 2.1004 -1.2654
Te -0.8983 6.3309 -0.4125
Te -3.1415 5.3405 -1.1671
Se -3.2538 2.9516 -0.2669
C 3.7470 2.6025 -3.0390
C 3.8833 2.8384 -1.6873
C 3.0838 2.1884 -0.7407
C 2.0842 1.3683 -1.2251
C 1.9647 1.0578 -2.5791
C 2.7872 1.6717 -3.4851
P 1.0922 0.3994 -0.0579
C 1.2432 1.2105 1.5528
C 0.7124 2.5406 1.6801
C 0.9385 3.3258 2.8119
C 1.4206 2.7131 3.9436
C 1.8528 1.3639 3.8858
C 1.7533 0.6363 2.7023
C 1.9077 -1.2683 0.0992
C 3.2621 -1.5444 -0.0710
C 3.6440 -2.9182 -0.1157
C 2.7189 -3.9067 -0.2189
C 1.3695 -3.6798 -0.0568
C 0.4036 -4.7230 -0.0940
C -0.9359 -4.4174 -0.0440
C -1.3644 -3.0415 -0.0526
C -0.4781 -1.9929 0.0042
C 0.9453 -2.2757 -0.0050
H 4.4047 3.1036 -3.7028
H 4.6160 3.5563 -1.2521
H 3.1420 2.4721 0.3053
H 1.2133 0.4104 -2.9198
H 2.6706 1.4648 -4.5682
H 0.3647 3.0140 0.8119
H 0.6610 4.3789 2.7908
H 1.4260 3.3375 4.8435
H 2.2404 0.9030 4.8107
H 2.1771 -0.3619 2.6949
H 4.0266 -0.8349 -0.2880
H 4.6852 -3.2079 -0.3364
H 3.0034 -4.9596 -0.2083
H 0.6402 -5.7354 -0.1430
H -1.7386 -5.1465 -0.0401
H -2.4170 -2.9033 -0.2164
N -3.5709 -0.4825 -2.2821
C -4.0535 -0.6966 -0.9815
C -5.4302 -1.0247 -0.8037
C -5.9376 -1.1205 0.4485
C -5.0269 -1.0232 1.5440
C -3.6831 -0.8153 1.3147
N -3.2256 -0.5755 0.0427
H -4.2213 -0.5171 -3.0446
H -2.7950 0.1602 -2.4066
H -6.0631 -1.0549 -1.6764
H -7.0089 -1.1973 0.7141
H -5.4497 -1.1188 2.5556
H -2.9113 -0.7874 2.1094
*
```

Below is an isolated ion of composition C5H8IN2 and charge +1 in a non-equilibrium geometry, with properties calculated with the ωB97M-V functional and the def2-TZVPD basis.

## Properties
LUMO energy	-4.5	eV
relative energy (zero: lowest compared OMol25 entry of this formula, charge and spin)	71.76	kcal/mol
largest force on an atom	7.71	eV/Å

```
! RIJCOSX wB97M-V def2-TZVPD def2/J DEFGRID3
* xyz 1 1
C 1.6555 0.6630 -0.0520
C 0.6185 0.0765 -0.9900
N -0.6442 -0.2005 -0.4825
N -0.8288 -0.8897 0.6245
C -1.9430 -0.7711 1.2527
C -2.7292 0.2193 0.6451
C -2.0685 0.8688 -0.3514
I -2.1643 2.1486 -1.9375
H 1.5957 1.6534 0.1448
H 2.6050 0.2952 -0.4753
H 1.5170 0.3107 1.0353
H 1.0089 -0.9670 -1.4735
H 0.5121 0.7517 -1.9618
H 0.0127 -1.3163 0.8474
H -2.3343 -1.5073 2.0176
H -3.7391 0.3760 0.9843
*
```

Below is an isolated ion of composition C5H8BrN2 and charge +1 in a non-equilibrium geometry, with properties calculated with the ωB97M-V functional and the def2-TZVPD basis.

## Properties
LUMO energy (spin up / spin down)	-6.5 / -6.8	eV
relative energy (zero: lowest compared OMol25 entry of this formula, charge and spin)	154.22	kcal/mol
largest force on an atom	4.93	eV/Å

```
! RIJCOSX wB97M-V def2-TZVPD def2/J DEFGRID3
* xyz 1 1
C 0.2861 -0.1874 -0.7467
C 0.7269 0.9471 -0.0378
C -1.8280 -0.6143 0.1289
C -0.8551 -2.2230 -1.4591
C 1.0694 2.3155 1.8086
N -0.8039 -0.9619 -0.5888
N 0.4886 1.2473 1.1462
Br -2.9848 -1.8703 0.7289
H 1.0586 -0.4095 -1.5155
H 1.6224 1.4223 -0.4046
H -0.6238 -3.1018 -0.8635
H -1.8348 -2.1466 -1.9085
H -0.0771 -2.2493 -2.1488
H 0.4507 2.9434 2.4465
H 1.7988 1.9675 2.4332
H 1.5060 2.9210 0.9810
*
```

Below is a single C4H12N4 molecule, with properties calculated with the ωB97M-V functional and the def2-TZVPD basis.

## Properties
LUMO energy	1.0	eV
relative energy (zero: lowest compared OMol25 entry of this formula, charge and spin)	29.64	kcal/mol
largest force on an atom	0.81	eV/Å

```
! RIJCOSX wB97M-V def2-TZVPD def2/J DEFGRID3
* xyz 0 1
H 2.7639 1.8713 -1.0555
N 2.5144 1.2356 -0.3007
C 1.3260 1.3575 0.1114
N 0.3913 2.2627 -0.3061
C 0.8693 0.4800 1.2511
N -0.4730 -0.0231 0.9987
N -0.6155 -0.6104 -0.2854
C 0.0531 -1.8921 -0.4216
C -2.0272 -0.7088 -0.5921
H 0.5332 2.7097 -1.1979
H -0.5626 2.0525 -0.0621
H 0.8136 1.0824 2.1636
H 1.6299 -0.2976 1.3983
H -0.7321 -0.6849 1.7405
H -0.3177 -2.6382 0.3006
H 1.1230 -1.7525 -0.2787
H -0.1131 -2.2661 -1.4294
H -2.4885 0.2651 -0.4405
H -2.5481 -1.4443 0.0405
H -2.1401 -0.9991 -1.6348
*
```

Please write out number 2 again, unchanged.
Below is a 2-piece molecular cluster, C5H14S overall in a non-equilibrium geometry, with properties calculated with the ωB97M-V functional and the def2-TZVPD basis.

## Properties
LUMO energy	0.9	eV
relative energy (zero: lowest compared OMol25 entry of this formula, charge and spin)	47.75	kcal/mol
largest force on an atom	5.33	eV/Å

```
! RIJCOSX wB97M-V def2-TZVPD def2/J DEFGRID3
* xyz 0 1
C 3.2766 -0.6313 0.3623
C 1.8439 -0.6484 0.8019
C 1.1732 -2.0087 0.2106
H 3.8690 -0.7568 1.1926
H 3.5724 -1.3745 -0.4062
H 3.5091 0.3645 -0.0266
H 1.1951 0.1392 0.6424
H 1.7973 -0.8257 1.8889
H 0.3587 -2.2248 0.9274
H 1.8251 -2.9045 0.2762
H 0.8368 -1.6762 -0.8853
C -2.5968 2.8035 -0.9543
S -3.4570 1.2111 -1.3003
C -2.4623 0.0791 -0.1709
H -1.9289 2.5981 0.0360
H -2.0824 3.0511 -1.8149
H -3.6109 3.3314 -0.7915
H -2.9448 -0.9532 -0.3637
H -2.6894 0.4072 0.8245
H -1.4846 0.0189 -0.4491
*
```